Entry 1:
Molecular formula: C26H28N12O5Ru
Method: DFT, ωB97M-V/def2-TZVPD

The total charge is -1. As for the molecular weight: 689.659 g mol⁻¹. The spin multiplicity is 2. The HOMO energy (alpha / beta) comes out at -0.200 / -0.196 hartree. The expectation value of S² is 0.754. The calculation puts the relative energy (zero: lowest compared OMol25 entry of this formula, charge and spin) at 1.9 kJ/mol.

Cartesian coordinates (Å):
Ru  1.995  -0.348  -0.263
N  4.627  -0.425  1.977
C  4.929  -0.490  0.636
N  6.146  -0.601  0.146
N  5.957  -0.643  -1.194
N  4.706  -0.564  -1.482
N  4.020  -0.461  -0.325
C  3.347  -0.422  2.454
N  3.025  -0.575  3.723
N  1.675  -0.516  3.743
N  1.206  -0.346  2.565
N  2.253  -0.255  1.703
H  5.383  -0.481  2.636
C  -5.947  2.693  -2.109
C  -5.657  1.367  -1.458
C  -6.345  0.943  -0.328
C  -6.062  -0.274  0.272
C  -5.083  -1.110  -0.252
N  -4.859  -2.345  0.398
C  -3.860  -3.283  0.223
O  -4.080  -4.468  0.390
N  -2.611  -2.827  -0.137
C  -1.983  -1.604  0.189
C  -2.386  -0.775  1.229
C  -1.710  0.408  1.425
C  -0.621  0.710  0.628
N  -0.184  -0.108  -0.335
C  -0.883  -1.227  -0.558
C  -4.407  -0.711  -1.401
C  -4.687  0.515  -1.979
H  -6.835  3.156  -1.679
H  -6.108  2.574  -3.181
H  -5.110  3.382  -1.978
H  -7.113  1.579  0.098
H  -6.608  -0.581  1.157
H  -5.667  -2.758  0.835
H  -1.996  -3.581  -0.404
H  -3.206  -1.058  1.874
H  -1.999  1.087  2.214
H  -0.082  1.638  0.747
H  -0.538  -1.844  -1.379
H  -3.673  -1.361  -1.854
H  -4.137  0.814  -2.864
O  3.734  3.246  0.883
C  2.975  4.214  0.347
C  3.228  5.528  0.750
C  2.502  6.574  0.219
C  1.503  6.338  -0.724
C  1.237  5.038  -1.106
C  1.952  3.962  -0.583
C  1.568  2.576  -1.019
O  0.572  2.387  -1.694
O  2.386  1.637  -0.601
H  3.455  2.408  0.442
H  4.013  5.694  1.476
H  2.714  7.587  0.542
H  0.945  7.162  -1.151
H  0.457  4.812  -1.822
C  1.196  -3.920  0.807
C  2.198  -3.477  -0.259
C  3.615  -3.537  0.318
C  2.100  -4.381  -1.484
O  1.880  -2.175  -0.665
H  1.402  -4.938  1.142
H  0.181  -3.885  0.401
H  1.243  -3.244  1.664
H  3.872  -4.558  0.610
H  3.688  -2.895  1.199
H  4.335  -3.189  -0.424
H  2.270  -5.423  -1.209
H  2.841  -4.079  -2.225
H  1.109  -4.289  -1.936



Entry 2:
Molecular formula: C3H7NO
Method: DFT, ωB97M-V/def2-TZVPD

As for the molecular weight: 73.095 g mol⁻¹. The HOMO energy comes out at -0.354 hartree. As for the structure (SMILES): C/N=C/OC. The calculation puts the relative energy (zero: lowest compared OMol25 entry of this formula, charge and spin) at 149.0 kJ/mol.

Cartesian coordinates (Å):
C  -1.523  0.117  -1.331
N  -0.422  -0.265  -0.477
C  0.486  0.592  -0.300
O  1.445  0.484  0.628
C  1.266  -0.578  1.564
H  -1.494  1.178  -1.625
H  -1.571  -0.500  -2.235
H  -2.449  -0.053  -0.771
H  0.587  1.538  -0.846
H  0.201  -0.792  1.681
H  1.769  -1.481  1.208
H  1.706  -0.240  2.505



Entry 3:
Molecular formula: C26H52FN2O4
Method: DFT, ωB97M-V/def2-TZVPD

The total charge is +1. As for the molecular weight: 475.710 g mol⁻¹. The HOMO energy comes out at -0.417 hartree. As for the structure (SMILES): COCCCCCCCCCCCC[C@]1(C[C@H]2CO2)[NH2+]C[C@H](C[C@H](O)CN)[C@@]1(F)CCCO.

Cartesian coordinates (Å):
C  0.437  -4.531  1.845
O  1.605  -4.900  2.663
C  2.636  -3.844  2.661
C  2.218  -2.628  3.686
C  1.623  -1.287  2.937
C  2.350  0.014  3.674
C  2.246  1.324  2.685
C  1.837  2.651  3.618
C  1.370  3.925  2.720
C  -0.219  4.150  2.499
C  -1.237  3.221  3.367
C  -1.578  1.749  2.722
C  -2.191  1.801  1.191
C  -1.410  0.628  0.336
C  -1.565  0.744  -1.292
C  -1.722  2.209  -2.010
C  -3.414  2.740  -1.824
C  -3.600  4.460  -1.676
O  -3.993  3.580  -3.008
N  -2.631  -0.318  -1.631
C  -2.397  -0.704  -3.105
C  -0.829  -1.209  -3.016
C  -0.575  -2.731  -2.374
C  -1.415  -3.910  -3.155
O  -1.993  -4.846  -2.134
C  -0.502  -4.854  -4.148
N  0.747  -5.433  -3.453
C  -0.253  0.017  -2.034
F  0.667  -0.790  -1.149
C  0.836  0.974  -2.808
C  1.744  1.905  -1.755
C  3.363  1.878  -2.169
O  4.189  1.346  -1.040
H  -0.459  -4.091  2.463
H  0.700  -3.730  1.001
H  0.080  -5.497  1.258
H  2.834  -3.436  1.559
H  3.684  -4.262  3.030
H  3.187  -2.329  4.278
H  1.403  -2.968  4.486
H  1.811  -1.250  1.781
H  0.454  -1.135  3.110
H  1.857  0.228  4.718
H  3.503  -0.193  3.889
H  3.350  1.500  2.265
H  1.549  1.186  1.756
H  1.135  2.351  4.504
H  2.871  2.964  4.130
H  1.863  4.896  3.159
H  1.858  3.779  1.640
H  -0.448  4.076  1.345
H  -0.457  5.283  2.791
H  -0.929  3.057  4.499
H  -2.279  3.803  3.415
H  -0.661  1.030  2.853
H  -2.452  1.294  3.396
H  -3.330  1.501  1.213
H  -2.140  2.867  0.691
H  -1.854  -0.405  0.735
H  -0.291  0.647  0.725
H  -1.076  3.067  -1.548
H  -1.678  2.158  -3.194
H  -4.179  2.014  -1.143
H  -2.495  4.839  -1.662
H  -4.521  4.902  -1.108
H  -3.635  -0.049  -1.567
H  -2.581  -1.238  -1.143
H  -3.193  -1.447  -3.593
H  -2.376  0.164  -3.902
H  -0.140  -1.125  -3.963
H  -0.920  -2.792  -1.233
H  0.561  -3.022  -2.397
H  -2.356  -3.502  -3.752
H  -2.794  -4.424  -1.706
H  -0.256  -4.314  -5.158
H  -1.172  -5.808  -4.392
H  0.563  -5.445  -2.420
H  1.467  -4.671  -3.589
H  0.403  1.590  -3.705
H  1.633  0.226  -3.289
H  1.393  3.021  -1.729
H  1.705  1.498  -0.651
H  3.587  1.169  -3.081
H  3.765  2.958  -2.435
H  5.110  1.735  -1.149



Entry 4:
Molecular formula: C64H176N16O16
Method: DFT, ωB97M-V/def2-TZVPD

As for the molecular weight: 1426.208 g mol⁻¹. The HOMO energy comes out at -0.314 hartree. The calculation puts the relative energy (zero: lowest compared OMol25 entry of this formula, charge and spin) at 464.7 kJ/mol.

Cartesian coordinates (Å):
C  3.932  0.489  4.975
C  4.613  -0.285  6.086
C  5.973  -0.891  5.558
O  6.603  -1.847  6.374
C  5.820  -2.947  6.678
N  4.901  0.659  7.166
H  2.879  0.640  5.211
H  3.934  -0.155  4.095
H  4.474  1.396  4.705
H  3.900  -1.024  6.449
H  6.649  -0.101  5.232
H  5.887  -1.261  4.537
H  6.443  -3.676  7.195
H  5.439  -3.440  5.784
H  4.913  -2.770  7.257
H  5.642  1.182  6.722
H  5.338  0.203  7.954
C  -3.576  -3.451  3.784
C  -4.535  -4.553  4.229
C  -3.905  -5.953  4.287
O  -3.189  -6.190  3.050
C  -4.039  -6.855  2.077
N  -5.040  -4.213  5.548
H  -3.127  -3.674  2.817
H  -2.762  -3.251  4.480
H  -4.217  -2.576  3.673
H  -5.401  -4.465  3.573
H  -4.670  -6.696  4.514
H  -3.237  -5.888  5.145
H  -4.399  -7.816  2.443
H  -3.466  -6.980  1.158
H  -4.898  -6.194  1.960
H  -5.456  -3.295  5.485
H  -4.265  -4.213  6.196
C  0.361  -1.629  7.478
C  -0.789  -0.608  7.449
C  -1.292  -0.298  5.972
O  -2.359  0.681  6.063
C  -2.891  1.061  4.761
N  -1.791  -1.042  8.413
H  0.912  -1.766  8.408
H  1.144  -1.244  6.824
H  0.025  -2.579  7.064
H  -0.352  0.327  7.798
H  -1.586  -1.244  5.518
H  -0.458  0.165  5.446
H  -2.113  1.525  4.154
H  -3.684  1.805  4.836
H  -3.442  0.278  4.240
H  -1.416  -0.827  9.326
H  -2.475  -0.318  8.244
C  3.326  -6.200  0.484
C  2.824  -5.002  -0.318
C  1.356  -4.651  0.078
O  0.378  -5.457  -0.559
C  -0.988  -5.161  -0.346
N  3.726  -3.898  -0.049
H  3.312  -6.016  1.558
H  4.327  -6.572  0.266
H  2.774  -7.122  0.302
H  2.803  -5.249  -1.380
H  1.313  -3.609  -0.240
H  1.201  -4.551  1.153
H  -1.535  -5.892  -0.942
H  -1.287  -4.159  -0.656
H  -1.098  -5.227  0.736
H  4.656  -4.229  -0.260
H  3.670  -3.135  -0.708
C  -0.730  7.013  1.029
C  -1.405  6.137  2.139
C  -1.822  4.792  1.544
O  -2.592  3.852  2.358
C  -3.880  4.358  2.748
N  -0.299  5.836  3.028
H  -1.457  7.168  0.231
H  0.103  6.508  0.539
H  -0.345  7.989  1.323
H  -2.197  6.672  2.664
H  -1.003  4.314  1.008
H  -2.558  5.004  0.768
H  -4.390  3.523  3.229
H  -4.619  4.744  2.046
H  -3.748  5.121  3.515
H  -0.230  6.662  3.604
H  -0.718  5.071  3.538
C  -5.835  1.013  -2.971
C  -4.446  0.898  -2.315
C  -4.024  2.194  -1.672
O  -3.672  3.327  -2.463
C  -2.700  3.225  -3.525
N  -4.676  -0.139  -1.307
H  -6.214  0.047  -3.305
H  -5.777  1.699  -3.816
H  -6.586  1.375  -2.268
H  -3.736  0.588  -3.081
H  -3.174  1.878  -1.067
H  -4.799  2.534  -0.985
H  -1.667  3.213  -3.176
H  -2.816  4.100  -4.164
H  -2.783  2.306  -4.105
H  -5.122  0.346  -0.542
H  -3.821  -0.500  -0.909
C  1.330  2.272  3.374
C  2.309  3.443  3.196
C  2.459  3.939  1.731
O  3.496  4.951  1.630
C  3.708  5.427  0.316
N  1.982  4.515  4.100
H  0.408  2.443  2.819
H  1.092  2.101  4.424
H  1.759  1.367  2.944
H  3.255  3.077  3.597
H  1.523  4.308  1.311
H  2.666  3.028  1.170
H  4.510  6.151  0.168
H  2.797  5.920  -0.025
H  3.884  4.629  -0.405
H  2.791  5.108  4.215
H  1.234  5.040  3.670
C  2.574  -2.393  4.493
C  1.841  -2.961  3.254
C  0.319  -3.049  3.450
O  -0.180  -4.100  4.354
C  -0.062  -5.389  3.737
N  2.242  -2.234  2.041
H  3.652  -2.496  4.376
H  2.208  -2.952  5.354
H  2.216  -1.370  4.611
H  2.072  -4.018  3.121
H  -0.014  -3.353  2.458
H  -0.206  -2.097  3.534
H  0.993  -5.618  3.591
H  -0.611  -5.474  2.799
H  -0.483  -6.046  4.498
H  1.680  -2.419  1.223
H  3.160  -2.373  1.644
C  4.755  0.703  0.581
C  5.068  1.823  -0.405
C  6.366  1.570  -1.228
O  6.225  0.583  -2.241
C  7.482  0.075  -2.710
N  3.938  2.122  -1.205
H  3.778  0.943  0.999
H  5.484  0.652  1.390
H  4.733  -0.314  0.190
H  5.266  2.733  0.162
H  7.127  1.256  -0.514
H  6.640  2.488  -1.749
H  7.382  -0.650  -3.517
H  7.947  -0.511  -1.917
H  8.190  0.874  -2.928
H  4.070  1.838  -2.165
H  3.770  3.118  -1.216
C  -9.150  0.056  -0.543
C  -8.061  -0.971  -0.227
C  -7.263  -0.483  1.016
O  -6.419  0.606  0.645
C  -5.486  1.029  1.628
N  -8.594  -2.284  0.096
H  -9.825  0.117  0.311
H  -9.728  -0.267  -1.409
H  -8.697  0.976  -0.911
H  -7.396  -1.042  -1.088
H  -6.516  -1.188  1.381
H  -7.935  -0.222  1.834
H  -5.991  1.272  2.563
H  -4.854  1.835  1.254
H  -4.875  0.176  1.924
H  -9.052  -2.540  -0.767
H  -7.785  -2.884  0.009
C  1.147  4.426  -2.406
C  1.978  5.173  -3.416
C  1.873  6.714  -3.200
O  2.444  7.471  -4.295
C  2.598  8.870  -4.052
N  3.311  4.650  -3.285
H  1.464  4.598  -1.378
H  1.161  3.376  -2.697
H  0.094  4.696  -2.482
H  1.571  5.015  -4.414
H  2.470  6.980  -2.328
H  0.856  7.042  -2.983
H  1.614  9.261  -3.791
H  2.972  9.355  -4.953
H  3.292  9.169  -3.267
H  3.195  3.726  -3.674
H  3.908  5.159  -3.920
C  -4.723  -3.757  0.224
C  -5.269  -3.581  -1.195
C  -3.976  -3.693  -2.063
O  -4.292  -3.662  -3.428
C  -4.664  -2.353  -3.897
N  -6.200  -4.733  -1.320
H  -4.104  -2.881  0.415
H  -4.167  -4.675  0.412
H  -5.463  -3.540  0.995
H  -5.741  -2.619  -1.392
H  -3.424  -4.624  -1.934
H  -3.339  -2.826  -1.890
H  -4.708  -2.218  -4.978
H  -3.888  -1.610  -3.710
H  -5.667  -2.064  -3.585
H  -6.464  -4.937  -2.273
H  -5.660  -5.527  -1.007
C  5.806  2.283  -5.076
C  4.364  2.045  -5.625
C  4.327  0.998  -6.742
O  3.054  0.812  -7.239
C  3.049  -0.226  -8.261
N  3.630  1.617  -4.451
H  6.390  1.388  -4.864
H  5.910  2.914  -4.194
H  6.389  2.780  -5.852
H  4.009  2.950  -6.118
H  4.763  0.071  -6.369
H  5.019  1.272  -7.538
H  2.102  -0.320  -8.793
H  3.385  -1.168  -7.827
H  3.782  0.004  -9.034
H  2.690  1.308  -4.657
H  4.080  0.744  -4.216
C  -0.387  1.890  -0.385
C  0.199  0.488  -0.269
C  -0.745  -0.705  -0.641
O  -2.027  -0.683  0.086
C  -1.889  -1.017  1.488
N  1.399  0.451  -1.137
H  -1.034  2.100  0.466
H  -0.813  1.908  -1.388
H  0.349  2.694  -0.410
H  0.504  0.222  0.743
H  -0.181  -1.618  -0.451
H  -0.986  -0.552  -1.693
H  -1.895  -2.104  1.564
H  -2.751  -0.627  2.028
H  -1.045  -0.572  2.016
H  2.118  1.045  -0.748
H  1.192  0.873  -2.032
C  0.573  2.717  -5.773
C  -0.015  1.349  -5.422
C  -1.115  0.832  -6.422
O  -1.425  -0.556  -6.145
C  -2.504  -1.074  -6.847
N  1.080  0.461  -5.367
H  -0.186  3.499  -5.811
H  0.898  2.700  -6.813
H  1.449  2.986  -5.182
H  -0.407  1.336  -4.406
H  -0.724  0.879  -7.439
H  -2.080  1.321  -6.292
H  -2.352  -1.034  -7.926
H  -3.372  -0.502  -6.520
H  -2.671  -2.109  -6.550
H  0.736  -0.487  -5.307
H  1.655  0.371  -6.192
C  4.029  -1.892  -4.057
C  2.838  -1.563  -3.106
C  1.781  -2.727  -3.144
O  0.981  -2.447  -4.276
C  -0.358  -2.809  -4.131
N  3.419  -1.459  -1.787
H  4.901  -1.246  -3.944
H  3.633  -1.746  -5.062
H  4.496  -2.876  -4.030
H  2.329  -0.667  -3.459
H  1.183  -2.634  -2.237
H  2.265  -3.703  -3.172
H  -0.485  -3.793  -3.681
H  -0.791  -2.783  -5.131
H  -0.918  -2.071  -3.557
H  2.817  -0.861  -1.238
H  4.213  -0.857  -1.955



Entry 5:
Molecular formula: C2H7NO3
Method: DFT, ωB97M-V/def2-TZVPD

The total charge is +1. As for the molecular weight: 93.082 g mol⁻¹. The spin multiplicity is 2. The HOMO energy (alpha / beta) comes out at -0.572 / -0.586 hartree. The expectation value of S² is 1.594. The calculation puts the relative energy (zero: lowest compared OMol25 entry of this formula, charge and spin) at 552.9 kJ/mol.

Cartesian coordinates (Å):
O  -0.937  1.161  -0.111
C  -0.827  -0.240  -0.405
O  -1.996  -0.849  -0.361
C  -0.046  -0.950  0.860
N  1.391  -0.795  0.722
H  -0.213  -0.426  -1.325
H  -0.274  -1.963  0.623
H  -0.547  -0.511  1.766
H  1.894  0.089  0.574
H  1.921  -1.568  0.840
H  -0.130  1.587  -0.523
H  1.841  1.760  -1.473
O  1.808  1.404  -0.561



Entry 6:
Molecular formula: C5H10O
Method: DFT, ωB97M-V/def2-TZVPD

As for the molecular weight: 86.134 g mol⁻¹. The HOMO energy comes out at -0.295 hartree. The calculation puts the relative energy (zero: lowest compared OMol25 entry of this formula, charge and spin) at 600.1 kJ/mol.

Cartesian coordinates (Å):
C  -0.862  0.952  -0.425
C  0.154  -0.419  0.187
C  -1.472  -0.903  0.021
C  1.165  0.209  1.224
O  2.279  -0.300  0.481
C  1.462  -0.466  -0.686
H  -1.324  0.901  -1.430
H  -0.003  1.562  -0.454
H  -1.624  1.400  0.242
H  -1.331  -1.701  -0.677
H  -1.703  -1.174  1.028
H  -2.433  -0.399  -0.348
H  1.213  -0.075  2.282
H  1.163  1.318  1.154
H  1.765  -1.343  -1.274
H  1.550  0.438  -1.323



Entry 7:
Molecular formula: C6H14N2O
Method: DFT, ωB97M-V/def2-TZVPD

As for the molecular weight: 130.191 g mol⁻¹. The HOMO energy comes out at -0.327 hartree. As for the structure (SMILES): C=C[C@H](C)N.C=CON. The calculation puts the relative energy (zero: lowest compared OMol25 entry of this formula, charge and spin) at 464.4 kJ/mol.

Cartesian coordinates (Å):
C  1.115  -0.680  1.684
C  0.335  0.382  1.777
C  -0.183  1.164  0.602
C  0.087  2.664  0.782
N  -1.608  0.851  0.438
H  1.435  -1.064  0.729
H  1.446  -1.219  2.557
H  0.008  0.736  2.749
H  0.324  0.825  -0.306
H  -0.412  3.043  1.676
H  -0.280  3.221  -0.079
H  1.156  2.846  0.881
H  -2.001  1.406  -0.317
H  -2.120  1.074  1.286
C  -0.906  -3.094  -1.252
C  -0.658  -1.812  -1.236
O  0.658  -1.580  -1.931
N  1.196  -0.270  -2.017
H  -1.704  -3.569  -0.711
H  -0.122  -3.622  -1.845
H  -1.052  -0.987  -0.664
H  2.192  -0.351  -1.822
H  1.095  0.037  -2.981